C50H43FN7O3SbSn | ωB97M-V with the def2-TZVPD basis set

ΔE to the lowest compared entry with this formula, charge and spin   160.94 kJ/mol
Charge   +2
E_LUMO   -5.8 eV
HOMO level   -11.785 eV
Kohn-Sham gap   5.95 eV

The geometry in XYZ format:
```
106
Properties=species:S:1:pos:R:3:forces:R:3
Sn -0.49407 0.86424 1.26328 0.484 -0.076 0.377
N -2.54237 1.91662 -2.59414 -0.061 0.022 0.034
C -2.11998 1.22872 -1.54950 0.067 -0.133 -0.056
N -1.92202 1.74622 -0.36100 -0.043 -0.173 -0.107
C -2.21138 3.09338 -0.14602 -0.024 0.203 -0.167
N -2.18287 3.60281 1.04139 0.098 -0.310 0.042
N -1.80150 2.64602 1.96609 -0.466 0.102 0.242
C -2.26812 2.75350 3.14797 0.149 0.168 -0.043
C -1.90349 1.73719 4.14171 -0.056 0.052 -0.113
C -2.22375 1.86473 5.48053 0.077 -0.084 0.002
C -1.80672 0.86290 6.35078 -0.007 0.040 -0.058
C -1.09118 -0.20960 5.84892 0.020 -0.056 -0.035
C -0.82112 -0.26063 4.48619 -0.037 0.056 0.107
N -1.23123 0.68673 3.65300 0.095 -0.139 -0.084
C -2.56576 3.92070 -1.29233 -0.013 0.048 0.038
C -2.72597 5.30613 -1.19591 -0.030 -0.039 -0.031
C -3.05985 6.03473 -2.31644 0.001 -0.031 -0.036
C -3.24427 5.39479 -3.54569 0.005 0.003 0.034
C -3.08865 4.02835 -3.66160 0.004 0.046 0.072
C -2.74538 3.30361 -2.52686 0.033 -0.053 -0.078
H -2.68113 1.43457 -3.47120 0.005 0.019 0.005
H -1.92743 0.17111 -1.70647 0.040 -0.032 0.049
H -2.91468 3.58540 3.41575 0.030 0.012 -0.020
H -2.76820 2.72882 5.83399 -0.017 0.014 0.006
H -2.03290 0.92982 7.40549 0.003 -0.008 0.025
H -0.74076 -1.00236 6.49327 -0.002 -0.005 0.032
H -0.25417 -1.07917 4.05524 -0.012 -0.004 0.005
H -2.58462 5.78558 -0.23842 0.008 0.002 0.025
H -3.18098 7.10611 -2.24641 -0.010 0.016 -0.002
H -3.51015 5.97432 -4.41848 -0.001 0.014 -0.014
H -3.22560 3.53227 -4.61341 0.004 -0.021 -0.014
C -0.77781 -6.75779 3.44969 0.015 -0.005 0.004
C -1.90737 -6.46077 2.47591 0.006 -0.005 -0.090
C -3.25107 -6.79715 3.09470 0.031 -0.001 0.076
C -4.39152 -6.42694 2.16894 -0.037 -0.058 -0.025
C -4.33099 -4.96258 1.86155 0.008 0.151 -0.005
C -5.46743 -4.23245 1.60949 0.064 -0.020 0.005
C -5.38731 -2.87114 1.31340 -0.039 0.019 0.006
F -6.52255 -2.21364 1.07283 0.014 0.015 0.000
C -4.19690 -2.20960 1.25808 -0.022 -0.053 0.046
C -3.02170 -2.93450 1.50673 0.061 0.204 -0.006
C -1.74630 -2.26683 1.36753 0.037 -0.145 -0.133
O -1.66731 -1.02011 1.13592 -0.425 0.135 -0.064
C -0.61194 -3.09914 1.45207 0.006 0.024 0.083
C -0.73361 -4.42019 1.82059 -0.024 -0.070 0.124
N -1.89735 -5.01295 2.04756 -0.067 0.062 -0.048
C -3.08302 -4.30227 1.82080 0.078 -0.175 -0.018
C 0.73833 -2.54548 1.19945 0.186 0.161 0.158
O 0.95213 -2.07027 -0.13537 -0.117 -0.071 0.046
O 1.64067 -2.43244 1.95365 -0.105 -0.111 -0.153
H -0.91114 -7.76922 3.83072 -0.018 -0.001 -0.008
H -0.80726 -6.07225 4.29733 0.000 0.010 0.021
H 0.21229 -6.72662 3.00094 0.023 -0.006 -0.016
H -1.77736 -7.04566 1.56041 -0.026 0.025 0.019
H -3.35010 -6.26794 4.04723 -0.011 -0.015 0.009
H -3.25770 -7.86390 3.31600 -0.002 0.009 -0.014
H -5.35535 -6.67070 2.61364 0.006 -0.008 0.003
H -4.31760 -6.99834 1.23819 -0.009 -0.005 0.009
H -6.43932 -4.70736 1.62912 -0.029 -0.004 0.008
H -4.14759 -1.15987 1.01269 0.007 0.022 -0.001
H 0.14691 -5.03275 1.94262 0.036 0.034 0.008
N -0.92736 -2.36536 -1.67618 -0.185 0.033 -0.175
C -0.03120 -2.23549 -0.96966 0.236 0.058 0.068
C 1.04010 4.49098 -1.83304 -0.072 -0.053 0.003
C 2.21011 4.13721 -2.71636 -0.012 0.003 0.040
C 2.63509 5.05087 -3.67688 0.010 -0.007 -0.006
C 3.71133 4.77490 -4.50516 0.004 0.006 -0.017
C 4.37959 3.56628 -4.39156 -0.001 -0.006 0.000
C 3.96418 2.64608 -3.44178 0.025 0.013 0.007
C 2.89304 2.92325 -2.59697 0.095 0.018 -0.053
Sb 2.32171 1.44505 -1.16958 -0.248 0.236 -0.079
C 4.11795 1.06855 -0.10291 0.021 0.013 0.091
C 4.38478 -0.24192 0.28670 -0.043 -0.030 0.052
C 5.44550 -0.54046 1.12622 -0.005 -0.037 -0.008
C 6.24224 0.48764 1.60212 0.003 0.039 0.008
C 5.95868 1.79753 1.24993 0.020 -0.022 0.002
C 4.89432 2.11631 0.40954 0.080 -0.043 -0.006
C 4.62680 3.56346 0.09790 -0.039 0.050 -0.019
C 2.03006 -0.07223 -2.65964 -0.032 -0.067 -0.019
C 0.75175 0.07868 -3.20777 -0.002 0.086 -0.006
C 0.27957 -0.73419 -4.22024 0.034 0.025 -0.050
C 1.09472 -1.74828 -4.69842 -0.046 -0.004 -0.016
C 2.36903 -1.89411 -4.18459 0.028 -0.024 0.020
C 2.86883 -1.06178 -3.17921 0.043 0.010 -0.004
C 4.29962 -1.25696 -2.75745 0.071 0.032 -0.028
H 0.55430 5.40413 -2.17511 0.005 0.017 -0.014
H 1.34489 4.64814 -0.79514 0.025 -0.009 0.018
H 0.29117 3.69251 -1.83053 0.012 0.037 -0.004
H 2.11566 5.99616 -3.77494 -0.017 0.020 0.000
H 4.02553 5.50248 -5.24098 0.003 0.016 -0.012
H 5.21716 3.34082 -5.03718 0.019 -0.006 -0.012
H 4.49269 1.70332 -3.35869 -0.001 -0.021 0.005
H 3.75996 -1.05009 -0.07559 -0.019 -0.018 0.017
H 5.64852 -1.56631 1.40348 -0.010 -0.012 0.012
H 7.07555 0.27545 2.25794 0.023 -0.010 0.000
H 6.57440 2.59933 1.63820 0.012 0.009 0.009
H 5.23416 4.20568 0.73287 0.001 0.018 -0.002
H 3.57972 3.82994 0.27245 -0.026 -0.020 -0.007
H 4.84907 3.80500 -0.94179 0.015 -0.010 -0.006
H 0.12385 0.89309 -2.84932 0.020 -0.034 -0.007
H -0.70778 -0.58621 -4.63916 -0.029 -0.004 -0.003
H 0.74724 -2.40917 -5.48046 -0.004 -0.006 -0.024
H 3.01748 -2.66226 -4.58769 0.022 -0.023 -0.013
H 4.91752 -1.47045 -3.62952 0.000 -0.012 -0.011
H 4.40604 -2.10347 -2.07583 -0.002 0.001 0.008
H 4.71004 -0.38080 -2.26012 -0.025 -0.037 -0.033
```
Forces are in eV/Å.